Density functional theory data (ωB97M-V with the def2-TZVPD basis set) for a structure of composition C19H25BCuO8.

The geometry in ORCA input format:
```
! RIJCOSX wB97M-V def2-TZVPD def2/J DEFGRID3
* xyz 2 2
C -3.0245 -0.0355 -1.1856
H 0.3617 -5.1323 -0.9048
C 2.7098 0.5518 1.0163
H 3.7981 2.5580 0.7252
H -2.3972 0.8866 2.3402
H 1.7301 -1.5048 -0.2575
H -5.9885 1.4840 -0.9665
C -0.8421 0.8814 -0.7669
H 1.8149 3.2632 0.1979
C 0.3180 0.1326 -0.1221
O 2.0429 -0.0909 -1.6925
H 1.0635 1.3123 3.7442
O -0.1911 -3.1697 -1.2788
C -4.7461 -1.5406 -0.3715
C -5.2498 0.6948 -0.8787
C 3.9549 1.4844 0.8124
C 0.8528 -4.1649 -0.9698
O -1.6424 0.3305 2.5910
H -3.6708 1.9445 -1.6173
H 2.5902 0.4354 2.0988
C -3.4600 -1.2752 -0.7430
H -6.7001 -0.7473 -0.1869
O 5.0959 1.0294 1.4188
H 0.4252 -0.2171 2.0883
H 1.0034 -1.8904 -3.6465
O 0.1832 -1.7670 -3.1446
C 1.4909 1.1143 0.2449
O -1.6995 0.0728 -1.5775
C 5.0316 0.8650 -0.1035
H 0.1375 2.8983 0.5381
C 1.1180 -0.8882 -0.9413
C 2.0717 1.1970 -1.2321
H 0.1556 -1.6855 1.1799
C -0.0805 -0.6158 1.2075
H -1.4493 1.3712 0.0057
H 1.3048 -3.8806 -0.0194
C 1.4270 2.7939 2.1939
O -1.4744 -0.5587 1.4978
H -0.4813 1.7144 -1.3881
C 1.1659 2.5478 0.7123
H 1.5928 -4.1882 -1.7742
H -4.9871 -2.5484 -0.0531
O 2.4174 2.1437 -1.8553
H 5.9985 1.3375 -0.2356
H -2.7174 -2.1024 -0.6823
H 3.1304 -0.3737 0.6269
C -5.6748 -0.5265 -0.4523
B 0.3635 -1.9933 -1.8016
H 4.9850 -0.2213 -0.1043
H 2.2219 3.4849 2.5062
H -0.3464 2.4777 3.3951
Cu -2.4614 -3.0191 -2.1168
C -3.9515 0.9621 -1.2535
C 0.6791 2.1682 3.1825
*
```

For the LUMO energy (spin up / spin down), the calculation gives -9.05 / -8.97 eV. Its expectation value of S² is 0.7575. The highest occupied orbital energy (spin up / spin down) is -15.06 / -15.06 eV.



Density functional theory data (ωB97M-V with the def2-TZVPD basis set) for a structure of composition C19H25BrClNO2SbV.

The geometry in ORCA input format:
```
! RIJCOSX wB97M-V def2-TZVPD def2/J DEFGRID3
* xyz 1 4
V -0.0910 0.0637 0.0783
C -4.2212 0.9289 -0.0968
C -2.9244 0.4690 -0.0894
H -5.0546 0.2427 -0.1052
C 2.2727 1.5311 -4.6955
C -2.0370 2.5718 -0.0685
C 1.7816 1.5235 -3.2543
C 2.9549 -0.0569 4.8383
C 1.5318 -1.8584 -3.0145
H -1.1366 3.1748 -0.0583
C -3.2942 3.1611 -0.0737
C 1.8576 -2.2319 -4.4546
H 2.3716 -3.1936 -4.4866
C -1.6631 1.2903 -4.5164
O -0.0303 -0.2391 2.0091
H 1.3780 -0.4618 6.2452
H -2.3380 1.4218 -3.6673
H 2.5054 -1.4979 -4.9302
H -0.2707 -0.1850 -5.2968
H 0.9376 -2.6447 -2.5431
H 2.8717 2.4230 -4.8857
C 2.2807 0.0866 2.5278
H 2.8972 0.6666 -4.9131
Cl 4.1608 0.0024 6.0712
H 2.4356 -1.7542 -2.4101
H -1.5709 -0.8705 -4.3395
H 1.2632 2.4565 -3.0200
C 1.6139 -0.3098 5.2003
H 0.9552 -2.3235 -5.0599
H 1.4458 1.5357 -5.4075
H -2.8367 5.1169 -0.8321
C -3.4369 4.6530 -0.0495
Br -2.5120 -1.3880 -0.0823
H -3.1006 5.0533 0.9079
O 1.9289 0.2721 0.1689
H -4.4730 4.9508 -0.1940
H -5.3961 2.7193 -0.0969
C 0.6283 -0.3669 4.2567
H -2.2653 1.3163 -5.4251
H -0.9901 2.1501 -4.5436
N -1.8535 1.2480 -0.0810
H 4.3105 0.3168 3.2444
C 2.6706 0.2629 1.1873
C -0.8912 -0.0205 -4.4149
C 3.2834 0.1301 3.5315
C -4.3956 2.3065 -0.0906
H 3.7445 0.3844 1.0032
C 0.9154 -0.1646 2.8799
Sb 0.4123 -0.0489 -2.7054
H 2.6128 1.4533 -2.5502
H -0.3982 -0.5664 4.5324
*
```

For the LUMO energy (spin up / spin down), the calculation gives -3.03 / -3.20 eV. Its expectation value of S² is 3.7613. The highest occupied orbital energy (spin up / spin down) is -10.63 / -10.86 eV.



Density functional theory data (ωB97M-V with the def2-TZVPD basis set) for a cluster of 2 separate species, C19H25ClN6O4 in total.

The geometry in ORCA input format:
```
! RIJCOSX wB97M-V def2-TZVPD def2/J DEFGRID3
* xyz 0 1
H 2.4102 1.7453 4.8146
C 5.8772 0.6010 1.9768
H 2.5696 4.9135 1.9378
C -1.9256 -0.2869 -3.4422
H 2.0004 2.8117 1.1721
C -5.2760 -3.6839 -3.4892
N -0.7342 2.2607 -0.9503
C 2.3087 3.1761 3.2005
C -6.7389 -3.9350 -3.2996
H -0.7345 1.4749 -3.5519
C -3.3374 -2.3471 -3.1771
H 3.9881 2.4919 4.4090
O 4.1739 2.2400 0.4777
H 4.0749 4.3237 2.6685
H 1.2635 3.4185 3.3987
C 2.2807 -0.8350 3.1965
C 3.7526 1.7943 1.5389
H 1.8775 -1.7467 3.6364
C 1.1337 -0.0569 2.5886
H -6.9827 -3.9521 -2.2342
H -7.0196 -4.8978 -3.7361
C -2.6695 -1.1583 -2.6264
O -0.0885 2.9963 -1.7055
H -3.3082 -1.5507 -0.5981
O 0.0330 -0.5847 2.5471
C 2.9168 2.6581 4.5095
O -0.8533 2.4705 0.2631
H -2.1981 0.3870 0.3749
H -3.1352 -5.7170 -5.6207
H -5.2746 -1.8371 -2.3903
N -2.6339 -3.2418 -3.8679
H 2.8916 5.2101 3.6511
C -3.2757 -4.3008 -4.2947
H 2.9780 -1.1155 2.4098
C 2.3403 2.1948 2.0054
C 3.0113 4.4908 2.8409
C -2.1160 0.2310 -0.6988
N 1.2679 1.1695 2.0784
H 5.8897 0.1239 0.9939
H 6.5246 1.4805 1.9415
H 2.7638 -0.2624 3.9786
Cl -1.7992 -0.5247 -5.1726
H -1.7197 -4.7366 -5.3685
N -4.5566 -4.5611 -4.1793
N -2.5562 -5.1686 -5.0017
H 4.1168 0.6871 3.1776
C -1.2939 0.8287 -2.8815
H 2.7581 3.3993 5.2938
H -7.3215 -3.1486 -3.7862
C -1.3732 1.1213 -1.5024
C -4.6895 -2.5538 -2.9519
C -2.7568 -0.8813 -1.2528
N 4.5117 1.0071 2.3084
H 6.2572 -0.0988 2.7227
H 0.3968 1.4754 1.6672
*
```

The relative energy (zero: lowest compared OMol25 entry of this formula, charge and spin) comes out at 344.8 kJ/mol. For the LUMO energy, the calculation gives -1.19 eV. As for the SMILES: Cc1cc(-c2ccc([N+](=O)[O-])cc2Cl)nc(N)n1.CNC(=O)[C@@H](NC(C)=O)C(C)C. The highest occupied orbital energy is -9.02 eV.